84
Properties=species:S:1:pos:R:3 method="wB97M-V/def2-TZVPD" de_lowest_kcal_mol=0.00 e_tot_ev=-204148.7293 charge=+3 multiplicity=6 gap_ev="7.6320 / 5.6182" s2=8.791
Ir 1.49 -0.89 1.30
C 0.64 -0.77 6.16
C 0.51 0.52 5.45
N -0.01 1.56 6.07
C -0.07 2.72 5.45
C 0.44 2.98 4.15
C 0.38 4.38 3.59
O 0.02 4.34 2.21
C 0.98 1.93 3.44
C 1.70 2.18 2.20
N 2.03 1.30 1.33
C 2.86 1.69 0.23
C 2.54 2.80 -0.55
C 3.38 3.16 -1.59
C 4.53 2.42 -1.85
C 4.85 1.31 -1.08
C 4.00 0.95 -0.04
I 4.48 -0.66 1.21
C 0.97 0.62 4.06
O 1.36 -0.43 3.48
H 0.11 -0.72 7.11
H 1.69 -0.99 6.35
H 0.26 -1.60 5.55
H -0.54 3.53 6.00
H 1.37 4.85 3.70
H -0.32 4.98 4.17
H -0.67 4.99 2.05
H 2.05 3.20 2.04
H 1.65 3.37 -0.33
H 3.15 4.03 -2.19
H 5.19 2.71 -2.66
H 5.75 0.75 -1.27
Br 0.02 -4.44 0.35
C 1.15 -4.88 1.82
Br 2.08 -3.33 2.58
H 1.92 -5.57 1.50
H 0.54 -5.28 2.63
C -5.66 -3.07 0.16
C -5.31 -1.65 -0.27
C -4.46 -1.58 -1.53
C -3.15 -2.36 -1.44
N -2.34 -2.01 -0.26
C -1.61 -0.93 -0.13
S -0.84 -0.68 1.44
N -1.48 -0.04 -1.10
C -0.66 1.18 -1.06
C -1.06 2.16 -2.16
C -2.26 3.04 -1.83
C -3.57 2.30 -1.63
H -6.34 -3.06 1.01
H -4.79 -3.65 0.46
H -6.15 -3.61 -0.65
H -4.80 -1.13 0.55
H -6.23 -1.09 -0.45
H -4.26 -0.54 -1.79
H -5.01 -2.00 -2.38
H -2.53 -2.23 -2.33
H -3.35 -3.43 -1.35
H -2.43 -2.60 0.56
H -2.05 -0.17 -1.93
H 0.39 0.89 -1.17
H -0.78 1.65 -0.08
H -1.24 1.60 -3.09
H -0.19 2.79 -2.36
H -2.38 3.76 -2.64
H -2.02 3.63 -0.94
H -3.83 1.71 -2.51
H -4.39 3.00 -1.46
H -3.54 1.63 -0.76
C 1.11 -1.77 -4.13
C 2.34 -2.04 -3.26
C 3.52 -1.14 -3.68
C 2.74 -3.52 -3.30
C 2.00 -1.70 -1.87
N 1.73 -1.45 -0.78
H 1.35 -2.02 -5.16
H 0.81 -0.72 -4.10
H 0.26 -2.39 -3.83
H 3.77 -1.37 -4.71
H 4.40 -1.33 -3.06
H 3.26 -0.08 -3.62
H 3.00 -3.77 -4.32
H 1.92 -4.16 -2.99
H 3.60 -3.72 -2.67

16
Properties=species:S:1:pos:R:3 method="wB97M-V/def2-TZVPD" de_lowest_kcal_mol=81.13 e_tot_ev=-6380.3412 charge=0 multiplicity=1 smiles=CC#CC(C)C gap_ev=10.1330
C -0.76 2.52 -0.92
C -0.62 1.26 -0.19
C -0.61 0.25 0.47
C 0.13 -0.93 0.90
C 1.59 -0.33 -0.05
C -0.57 -2.26 0.54
H -1.75 2.90 -0.69
H -0.01 3.26 -0.61
H -0.67 2.38 -2.00
H 0.27 -0.89 2.00
H 1.06 -0.33 -0.99
H 2.65 -0.53 -0.34
H 1.63 0.61 0.47
H -0.81 -2.29 -0.52
H 0.09 -3.10 0.79
H -1.52 -2.45 1.08

8
Properties=species:S:1:pos:R:3 method="wB97M-V/def2-TZVPD" de_lowest_kcal_mol=132.18 e_tot_ev=-17116.0149 charge=0 multiplicity=1 smiles=F[SiH2]C(F)F gap_ev=11.3126
C -0.86 0.06 0.24
F 1.39 0.90 0.50
F -1.01 -0.06 1.61
F -1.10 1.32 0.00
Si 0.90 -0.27 -0.44
H 1.14 0.01 -1.89
H 1.24 -1.47 0.14
H -1.70 -0.50 -0.15

29
Properties=species:S:1:pos:R:3 method="wB97M-V/def2-TZVPD" e_tot_ev=-68969.5965 charge=+3 multiplicity=2 gap_ev="8.9295 / 2.3125" s2=0.773
Zn -0.14 -0.15 0.36
O -2.04 0.40 0.74
H -2.28 1.19 0.25
H -2.87 -0.06 0.87
O -0.59 -1.78 1.42
H -0.20 -2.65 1.35
H -1.03 -1.77 2.26
O 1.86 -0.99 -0.02
H 2.04 -1.45 -0.85
H 2.68 -1.05 0.47
O 0.08 1.28 -1.05
H 0.65 2.01 -1.31
H -0.61 1.27 -1.71
C -0.95 -1.83 -2.28
O -0.72 -1.33 -1.21
N -1.74 -2.87 -2.43
N -0.58 -1.29 -3.42
H -2.02 -3.19 -3.34
H -1.92 -3.42 -1.60
H -0.85 -1.77 -4.27
H 0.16 -0.61 -3.38
C 1.29 1.99 2.22
O 0.73 0.98 1.83
N 1.47 2.31 3.47
N 1.59 2.95 1.42
H 1.73 3.27 3.67
H 1.08 1.74 4.21
H 1.15 3.03 0.51
H 2.03 3.77 1.80

44
Properties=species:S:1:pos:R:3 method="wB97M-V/def2-TZVPD" de_lowest_kcal_mol=105.33 e_tot_ev=-41430.0612 charge=0 multiplicity=1 gap_ev=8.6406
O -3.74 -1.64 4.49
C -3.20 -2.10 3.51
C -3.82 -3.34 2.81
C -3.03 -4.22 2.14
C -1.49 -3.98 2.06
O -0.69 -4.87 1.93
C -1.05 -2.48 2.14
C 0.17 -2.05 1.46
C 0.48 -0.62 1.55
N 1.67 -0.04 0.88
C 1.24 0.52 -0.14
S 0.56 1.61 -1.12
C -0.37 0.33 2.27
C -1.60 -0.10 2.94
C -1.91 -1.52 2.86
H -4.92 -3.53 2.83
H -3.43 -5.11 1.60
H 0.81 -2.78 0.92
H -0.11 1.41 2.29
H -2.27 0.63 3.47
C 3.00 4.43 -1.56
O 2.60 4.77 -2.66
N 4.14 4.87 -0.97
C 4.55 4.42 0.34
C 4.98 5.81 -1.69
H 2.44 3.72 -0.93
H 4.63 5.28 1.01
H 5.52 3.93 0.27
H 3.83 3.71 0.76
H 4.40 6.72 -1.90
H 5.29 5.37 -2.63
H 5.85 6.07 -1.09
C -2.51 -3.40 -1.89
O -2.69 -3.60 -0.71
N -2.09 -2.24 -2.44
C -1.90 -2.09 -3.87
C -1.83 -1.10 -1.57
H -2.67 -4.20 -2.64
H -0.86 -1.82 -4.06
H -2.55 -1.30 -4.24
H -2.13 -3.01 -4.39
H -1.06 -1.37 -0.85
H -2.75 -0.85 -1.02
H -1.51 -0.25 -2.15

69
Properties=species:S:1:pos:R:3 method="wB97M-V/def2-TZVPD" de_lowest_kcal_mol=14.15 e_tot_ev=-47843.0264 charge=0 multiplicity=1 gap_ev=10.4566
O 8.72 11.93 13.43
H 8.48 12.25 14.34
H 9.35 11.19 13.53
O 6.55 11.48 11.81
H 6.71 11.85 10.93
H 7.34 11.64 12.30
O 11.98 6.95 13.10
H 12.29 6.49 12.29
H 12.75 6.84 13.66
O 9.95 14.36 9.88
H 9.77 13.88 10.72
H 9.64 13.75 9.22
O 10.34 8.65 7.57
H 10.11 9.18 8.35
H 9.87 9.18 6.87
O 14.05 8.53 9.44
H 13.35 7.87 9.47
H 14.53 8.46 8.61
O 9.83 9.43 12.86
H 10.53 8.75 12.76
H 9.41 9.44 11.99
O 9.62 6.61 11.33
H 10.21 6.46 12.10
H 8.96 5.86 11.29
O 11.87 6.48 9.83
H 11.01 6.39 10.29
H 11.68 6.59 8.89
O 13.72 8.24 6.55
H 13.76 7.67 5.75
H 12.75 8.28 6.69
O 10.33 13.00 5.39
H 10.79 13.85 5.35
H 11.03 12.37 5.68
O 5.87 8.92 7.86
H 5.41 8.25 7.34
H 6.19 8.61 8.69
O 6.52 15.17 9.34
H 6.29 16.08 9.21
H 7.45 15.07 9.13
O 9.29 12.73 7.96
H 8.42 12.35 7.82
H 9.68 12.95 7.06
O 6.69 11.75 8.40
H 6.10 11.02 8.08
H 5.99 12.47 8.26
O 6.76 8.97 10.88
H 6.53 9.91 11.18
H 7.57 9.05 10.36
O 7.45 4.89 10.45
H 7.44 4.02 10.86
H 7.07 5.46 11.13
O 6.77 6.59 12.58
H 7.01 6.80 13.46
H 6.62 7.46 12.15
O 8.15 7.49 9.04
H 7.94 6.57 9.02
H 8.84 7.60 8.39
O 4.55 13.51 8.28
H 5.07 14.25 8.56
H 3.91 13.86 7.65
O 11.78 11.20 6.96
H 11.76 10.21 7.07
H 12.01 11.50 7.89
O 12.57 10.81 9.74
H 13.05 9.95 9.70
H 13.19 11.44 10.06
O 9.56 10.30 9.73
H 10.46 10.63 10.06
H 9.29 11.06 9.13

9
Properties=species:S:1:pos:R:3 method="wB97M-V/def2-TZVPD" de_lowest_kcal_mol=28.82 e_tot_ev=-11914.3976 charge=+3 multiplicity=5 gap_ev="6.7676 / 5.9815" s2=6.254
C 0.26 -0.28 -0.62
C 0.98 -0.85 -1.70
O 0.54 -0.53 0.53
F -1.41 -0.93 1.19
H 0.35 2.18 -0.27
H 1.32 -1.90 -1.60
Li 0.07 0.28 2.34
Ir -1.96 0.67 0.33
O -0.16 1.37 -0.20

12
Properties=species:S:1:pos:R:3 method="wB97M-V/def2-TZVPD" de_lowest_kcal_mol=16.68 e_tot_ev=-6977.4695 charge=0 multiplicity=1 smiles="C=C(C)CF" gap_ev=10.5789
C 1.18 -0.77 -0.24
C 0.14 0.24 0.01
C 0.13 1.61 0.01
C -1.23 -0.39 0.40
H 2.20 -0.35 -0.45
H 0.88 -1.48 -1.01
H 1.40 -1.35 0.61
H 1.03 2.17 -0.22
H -0.79 2.06 -0.25
H -1.54 -0.16 1.37
H -1.11 -1.51 0.23
F -2.29 -0.06 -0.45

Repeat the fourth record exactly.
29
Properties=species:S:1:pos:R:3 method="wB97M-V/def2-TZVPD" e_tot_ev=-68969.5965 charge=+3 multiplicity=2 gap_ev="8.9295 / 2.3125" s2=0.773
Zn -0.14 -0.15 0.36
O -2.04 0.40 0.74
H -2.28 1.19 0.25
H -2.87 -0.06 0.87
O -0.59 -1.78 1.42
H -0.20 -2.65 1.35
H -1.03 -1.77 2.26
O 1.86 -0.99 -0.02
H 2.04 -1.45 -0.85
H 2.68 -1.05 0.47
O 0.08 1.28 -1.05
H 0.65 2.01 -1.31
H -0.61 1.27 -1.71
C -0.95 -1.83 -2.28
O -0.72 -1.33 -1.21
N -1.74 -2.87 -2.43
N -0.58 -1.29 -3.42
H -2.02 -3.19 -3.34
H -1.92 -3.42 -1.60
H -0.85 -1.77 -4.27
H 0.16 -0.61 -3.38
C 1.29 1.99 2.22
O 0.73 0.98 1.83
N 1.47 2.31 3.47
N 1.59 2.95 1.42
H 1.73 3.27 3.67
H 1.08 1.74 4.21
H 1.15 3.03 0.51
H 2.03 3.77 1.80

Among the records above, which one has the highest multiplicity?
C29H43Br2IIrN5O2S